Entry 1:
C29H30Br2GaN5O3PS2 as an isolated structure. Source: the OMol25 dataset; level of theory: ωB97M-V/def2-TZVPD.

The geometry in XYZ format:
```
73
Properties=species:S:1:pos:R:3
Ga -0.15 -1.05 -0.49
Br 2.57 -0.87 5.68
C 1.76 -0.99 4.00
C 0.38 -1.04 3.89
C -0.17 -1.10 2.62
N 0.58 -1.12 1.52
C 1.92 -1.13 1.62
C 2.54 -1.05 2.86
C 2.66 -1.27 0.35
C 4.04 -1.35 0.29
C 4.63 -1.56 -0.95
Br 6.50 -1.63 -1.09
C 3.84 -1.70 -2.08
C 2.47 -1.58 -1.93
N 1.91 -1.37 -0.74
H -0.26 -1.02 4.76
H -1.24 -1.12 2.47
H 3.62 -1.04 2.94
H 4.66 -1.26 1.17
H 4.27 -1.87 -3.05
H 1.80 -1.64 -2.78
O 0.83 0.51 -3.95
C 0.24 0.52 -2.90
O -0.28 -0.57 -2.36
C 0.03 1.80 -2.10
P 0.60 1.53 -0.39
C 2.38 1.87 -0.38
C 3.16 1.75 -1.52
C 4.54 1.89 -1.44
C 5.15 2.14 -0.22
C 4.37 2.27 0.93
C 2.99 2.14 0.85
C -0.12 2.87 0.60
C -0.07 4.20 0.18
C -0.60 5.20 0.99
C -1.16 4.88 2.22
C -1.21 3.56 2.64
C -0.69 2.55 1.83
H -1.04 1.97 -2.01
H 0.49 2.64 -2.61
H 2.70 1.56 -2.49
H 5.14 1.80 -2.34
H 6.22 2.24 -0.16
H 4.84 2.49 1.88
H 2.39 2.26 1.75
H 0.38 4.46 -0.77
H -0.56 6.23 0.66
H -1.56 5.66 2.84
H -1.65 3.31 3.60
H -0.74 1.52 2.16
O 1.19 -3.97 0.65
S -0.03 -4.11 -0.13
N -0.70 -2.90 -0.69
C -5.13 -2.01 1.67
C -5.27 -0.83 0.73
N -4.70 -1.10 -0.59
C -3.42 -0.95 -0.95
S -2.33 -0.20 0.17
N -3.02 -1.34 -2.14
C -3.84 -2.08 -3.10
C -3.97 -3.55 -2.74
H -5.55 -1.77 2.65
H -4.08 -2.27 1.81
H -5.65 -2.89 1.29
H -4.79 0.06 1.13
H -6.32 -0.58 0.57
H -5.31 -1.55 -1.26
H -2.06 -1.13 -2.39
H -3.34 -1.96 -4.07
H -4.81 -1.59 -3.21
H -2.99 -4.02 -2.73
H -4.61 -4.06 -3.45
H -4.40 -3.67 -1.74
```

Values from the calculation:
HOMO ... -11.2 eV
Charge ... +1
2S+1 ... 1
Frontier orbital gap ... 7.77 eV

Mulliken atomic charge list, values in e, 6 entries: Ga 0.49; Br -0.11; C -0.56; C -0.61; C -0.83; N 0.37

=====

Entry 2:
C29H30Cl2IN4O2SSiTm as an isolated structure at a distorted geometry. Source: the OMol25 dataset; level of theory: ωB97M-V/def2-TZVPD.

The geometry in XYZ format:
```
71
Properties=species:S:1:pos:R:3
Tm 0.77 0.37 -0.23
C -1.72 3.69 -1.81
C -1.98 3.19 -0.43
N -3.18 3.36 0.06
C -3.47 2.95 1.30
C -2.55 2.37 2.14
C -2.94 1.89 3.51
O -2.66 0.52 3.70
C -1.24 2.14 1.64
C -0.20 1.67 2.50
N 0.90 1.15 2.05
C 1.98 0.90 2.89
C 1.85 0.48 4.22
C 2.97 0.23 4.99
C 4.24 0.39 4.46
C 4.39 0.80 3.15
C 3.27 1.06 2.39
I 3.53 1.75 0.38
C -0.93 2.52 0.30
O 0.23 2.33 -0.23
H -1.67 4.78 -1.80
H -2.53 3.39 -2.46
H -0.78 3.29 -2.18
H -4.49 3.11 1.61
H -4.01 2.10 3.69
H -2.37 2.42 4.29
H -3.17 0.02 3.04
H -0.30 1.89 3.57
H 0.86 0.31 4.61
H 2.85 -0.09 6.02
H 5.11 0.18 5.06
H 5.38 0.93 2.72
C -1.10 -2.00 2.37
C -1.83 -1.60 1.13
C -3.13 -2.00 0.87
C -3.72 -1.63 -0.33
C -3.01 -0.90 -1.25
C -1.68 -0.53 -0.95
N -1.14 -0.85 0.26
N -0.85 0.12 -1.77
Si -0.92 0.17 -3.49
C 0.54 1.35 -3.90
C -0.73 -1.65 -4.09
C -2.42 0.91 -4.41
H -1.29 -3.05 2.60
H -1.41 -1.41 3.23
H -0.02 -1.86 2.24
H -3.66 -2.63 1.57
H -4.74 -1.93 -0.57
H -3.42 -0.62 -2.20
H 1.32 0.87 -4.47
H 0.98 1.76 -2.98
H 0.19 2.20 -4.48
H -0.24 -2.26 -3.33
H -0.16 -1.74 -5.01
H -1.70 -2.09 -4.26
H -2.41 2.00 -4.38
H -3.38 0.59 -4.01
H -2.40 0.62 -5.46
Cl 2.32 -0.52 -2.20
C 3.11 -2.03 -1.84
C 3.78 -2.67 -2.86
C 4.41 -3.87 -2.61
C 4.35 -4.42 -1.34
C 3.69 -3.77 -0.33
Cl 3.64 -4.46 1.25
C 3.05 -2.53 -0.54
S 2.28 -1.69 0.77
H 3.80 -2.23 -3.85
H 4.94 -4.38 -3.40
H 4.84 -5.36 -1.13
```

Values from the calculation:
HOMO (alpha / beta) ... -7.5 / -7.5 eV
2S+1 ... 3
Frontier orbital gap (alpha / beta) ... 6.96 / 6.96 eV
Expectation value of S² ... 2.002

Mulliken atomic charge list, values in e, 6 entries: Tm -0.64; C -1.14; C 0.51; N -0.64; C -1.25; C 0.84

=====

Entry 3:
A 20-piece molecular cluster, C29H30Cl57NO5 overall at a distorted geometry. Source: the OMol25 dataset; level of theory: ωB97M-V/def2-TZVPD.

The geometry in XYZ format:
```
122
Properties=species:S:1:pos:R:3
C 10.33 -0.76 -2.19
O 9.29 -1.00 -3.21
C 9.14 0.13 -4.14
C 8.41 1.46 -3.46
C 6.75 1.36 -3.53
C 6.30 0.27 -2.40
C 5.54 -1.07 -2.98
C 4.22 -1.52 -2.46
O 3.45 -0.78 -1.42
C 2.74 0.31 -2.16
N 2.43 1.35 -2.90
C 3.89 -2.90 -3.28
O 3.03 -3.80 -2.78
O 4.71 -2.90 -4.51
C 5.94 -2.16 -4.12
O 7.10 -2.51 -4.69
H 10.56 -1.81 -1.69
H 11.33 -0.35 -2.67
H 9.88 -0.07 -1.35
H 8.41 -0.19 -5.03
H 10.16 0.41 -4.66
H 8.76 1.59 -2.33
H 8.78 2.41 -4.04
H 6.37 2.43 -3.16
H 6.34 1.16 -4.61
H 5.50 0.82 -1.70
H 7.21 0.02 -1.70
C 0.18 -1.33 0.73
Cl -1.39 -0.54 0.50
Cl -0.03 -3.06 1.05
Cl 1.22 -1.08 -0.68
H 0.67 -0.88 1.60
C 6.24 1.63 1.56
Cl 7.56 1.47 0.38
Cl 6.09 3.30 2.11
Cl 4.71 1.06 0.86
H 6.47 1.00 2.42
C -0.93 3.34 -3.71
Cl -0.15 4.76 -2.99
Cl -2.63 3.24 -3.22
Cl -0.80 3.39 -5.48
H -0.42 2.45 -3.35
C -1.92 -3.55 4.85
Cl -0.99 -3.74 6.35
Cl -3.64 -3.34 5.21
Cl -1.31 -2.19 3.90
H -1.80 -4.47 4.26
C -1.38 6.64 0.69
Cl -0.42 7.86 -0.17
Cl -2.83 7.37 1.39
Cl -1.81 5.31 -0.40
H -0.77 6.24 1.50
C -5.88 -0.55 7.14
Cl -4.92 0.67 6.28
Cl -7.33 0.18 7.84
Cl -6.31 -1.88 6.05
H -5.27 -0.95 7.95
C -6.31 2.16 -3.11
Cl -5.69 2.17 -4.77
Cl -5.50 3.41 -2.14
Cl -8.06 2.41 -3.10
H -6.09 1.19 -2.67
C 4.10 -5.92 -0.44
Cl 5.10 -7.14 0.36
Cl 2.64 -6.67 -1.13
Cl 3.66 -4.63 0.68
H 4.68 -5.49 -1.26
C 9.67 -4.73 -6.41
Cl 9.39 -4.38 -8.12
Cl 9.28 -6.42 -6.04
Cl 11.34 -4.36 -5.96
H 9.00 -4.09 -5.82
C -5.82 2.44 -8.48
Cl -5.46 4.09 -8.99
Cl -7.57 2.16 -8.45
Cl -5.02 1.27 -9.55
H -5.44 2.30 -7.47
C -6.10 9.17 3.59
Cl -5.40 8.25 2.25
Cl -6.06 10.91 3.23
Cl -7.76 8.64 3.91
H -5.50 8.99 4.48
C -9.22 -3.60 3.65
Cl -9.56 -1.95 3.10
Cl -7.49 -3.95 3.52
Cl -9.78 -3.84 5.31
H -9.76 -4.30 3.00
C -11.12 9.28 6.12
Cl -10.94 10.50 7.39
Cl -10.53 7.71 6.68
Cl -12.81 9.16 5.60
H -10.51 9.59 5.26
C 2.52 -2.58 5.52
Cl 2.48 -3.36 3.93
Cl 4.17 -2.60 6.17
Cl 1.91 -0.92 5.41
H 1.88 -3.14 6.20
C -8.19 -1.99 -0.72
Cl -7.26 -2.18 0.78
Cl -9.92 -1.78 -0.36
Cl -7.58 -0.63 -1.67
H -8.07 -2.91 -1.31
C -1.89 -7.69 4.19
Cl -0.96 -7.87 5.69
Cl -3.62 -7.47 4.55
Cl -1.28 -6.32 3.25
H -1.77 -8.60 3.60
C -1.12 2.67 -10.44
Cl -0.72 2.59 -8.72
Cl -0.07 3.83 -11.28
Cl -0.97 1.06 -11.19
H -2.15 3.00 -10.54
C 0.98 -6.17 8.64
Cl 1.38 -6.25 10.36
Cl 2.03 -5.01 7.81
Cl 1.13 -7.78 7.90
H -0.05 -5.84 8.54
C -0.93 1.92 3.67
Cl -0.18 0.48 2.97
Cl -1.37 3.07 2.40
Cl -2.35 1.48 4.63
H -0.20 2.40 4.33
```

Values from the calculation:
HOMO ... -10.1 eV
2S+1 ... 1
Frontier orbital gap ... 8.01 eV

Mulliken atomic charge list, values in e, 6 entries: C -0.55; O -0.21; C -0.41; C -0.42; C -0.61; C 0.70

=====

Entry 4:
C29H30CoF6N6O5S7 as an isolated structure at a distorted geometry. Source: the OMol25 dataset; level of theory: ωB97M-V/def2-TZVPD.

The geometry in XYZ format:
```
84
Properties=species:S:1:pos:R:3
Co 0.50 1.13 0.24
C -2.47 5.07 2.00
S -0.90 4.78 2.81
C -0.27 3.39 1.95
S -1.11 2.68 0.65
N 0.90 3.01 2.44
N 1.39 1.96 1.74
C 2.45 1.38 2.15
C 2.93 0.30 1.29
C 4.13 -0.37 1.48
C 4.53 -1.29 0.53
C 3.75 -1.50 -0.60
C 2.55 -0.80 -0.71
N 2.15 0.05 0.23
H -2.89 5.95 2.48
H -3.14 4.22 2.13
H -2.33 5.26 0.94
H 2.96 1.69 3.06
H 4.73 -0.17 2.36
H 5.47 -1.83 0.65
H 4.05 -2.17 -1.38
H 1.88 -0.90 -1.55
O 0.06 0.63 -1.57
C -0.04 1.47 -2.67
C 0.67 0.82 -3.85
C 1.32 1.41 -4.89
C 1.77 0.47 -5.87
C 1.44 -0.81 -5.55
S 0.59 -0.88 -4.06
C 0.61 2.82 -2.41
C 0.12 4.09 -2.51
C 1.02 5.08 -2.02
C 2.17 4.55 -1.54
S 2.19 2.84 -1.71
C -1.50 1.67 -3.06
C -2.06 2.23 -4.17
C -3.48 2.22 -4.14
C -3.97 1.63 -3.01
S -2.71 1.10 -1.98
H 1.49 2.47 -4.95
H 2.32 0.73 -6.76
H 1.66 -1.71 -6.09
H -0.87 4.30 -2.89
H 0.80 6.14 -2.00
H 3.02 5.06 -1.11
H -1.47 2.64 -4.98
H -4.10 2.62 -4.93
H -5.00 1.48 -2.74
C -1.15 -3.85 -1.37
C -0.73 -2.35 -1.40
N -0.62 -1.85 -0.04
C -1.94 -1.80 0.57
C -2.62 -3.18 0.49
N -1.56 -4.16 0.04
C -0.37 -4.07 0.97
C 0.28 -2.70 0.73
H -0.33 -4.52 -1.61
H -2.00 -4.07 -2.01
H -1.45 -1.75 -1.94
H 0.23 -2.25 -1.91
H -2.54 -1.05 0.06
H -1.83 -1.50 1.61
H -3.42 -3.23 -0.24
H -2.98 -3.53 1.46
H -1.94 -5.10 0.08
H 0.28 -4.92 0.74
H -0.74 -4.18 1.99
H 1.21 -2.80 0.18
H 0.49 -2.23 1.68
F -1.94 1.69 4.19
C -2.00 0.38 4.36
F -3.05 -0.10 3.68
F -2.15 0.11 5.65
S -0.44 -0.39 3.72
O -0.43 0.03 2.34
O 0.60 0.05 4.59
N -0.78 -1.93 3.78
S -0.23 -2.96 4.84
O -0.58 -4.27 4.35
O -0.51 -2.63 6.20
C 1.64 -2.93 4.72
F 2.09 -4.18 4.89
F 2.18 -2.16 5.64
F 2.05 -2.52 3.51
```

Values from the calculation:
HOMO (alpha / beta) ... -7.7 / -7.7 eV
2S+1 ... 2
Frontier orbital gap (alpha / beta) ... 7.06 / 7.04 eV
Expectation value of S² ... 0.769

Mulliken atomic charge list, values in e, 6 entries: Co -0.96; C -0.71; S -0.05; C 0.58; S -0.54; N -1.81

=====

Entry 5:
C29H30MnN5O4 as an isolated structure at a distorted geometry. Source: the OMol25 dataset; level of theory: ωB97M-V/def2-TZVPD.

The geometry in XYZ format:
```
69
Properties=species:S:1:pos:R:3
Mn -0.14 0.80 -0.48
C -1.56 -1.88 0.90
C -2.84 -1.34 0.27
C -3.10 0.16 0.33
N -2.09 1.04 -0.26
C -2.48 2.31 -0.46
C -3.63 2.86 0.14
C -4.18 4.13 0.10
C -3.86 5.21 -0.70
C -2.87 5.24 -1.68
C -1.89 4.31 -1.96
C -1.58 3.07 -1.34
N -0.45 2.43 -1.57
C 0.52 2.93 -2.52
C 1.60 1.87 -2.76
C 2.49 1.69 -1.53
N 1.75 1.20 -0.39
C 2.38 1.04 0.78
C 3.67 1.57 1.03
C 4.42 1.59 2.18
C 4.27 0.86 3.35
C 3.27 -0.08 3.60
C 2.09 -0.29 2.93
C 1.56 0.37 1.79
N 0.27 0.37 1.49
C -0.70 -0.04 2.49
C -1.23 -1.48 2.34
H -0.73 -1.59 0.26
H -1.63 -2.97 0.87
H -3.71 -1.82 0.74
H -2.83 -1.65 -0.78
H -3.27 0.43 1.38
H -4.05 0.33 -0.21
H -4.13 2.21 0.85
H -5.00 4.29 0.78
H -4.44 6.11 -0.57
H -2.84 6.14 -2.28
H -1.23 4.59 -2.76
H 0.98 3.86 -2.16
H 0.02 3.14 -3.48
H 2.22 2.17 -3.60
H 1.12 0.91 -3.00
H 2.94 2.67 -1.31
H 3.28 0.98 -1.78
H 4.09 2.15 0.21
H 5.29 2.24 2.15
H 5.02 0.99 4.11
H 3.42 -0.69 4.48
H 1.46 -1.06 3.35
H -1.53 0.67 2.42
H -0.27 0.08 3.50
H -2.09 -1.60 2.98
H -0.45 -2.16 2.70
O 2.21 -1.36 -2.63
C 1.22 -1.69 -1.99
O 0.26 -0.93 -1.62
C 1.04 -3.13 -1.54
C 1.12 -3.41 -0.18
C 0.89 -4.68 0.30
C 0.59 -5.69 -0.61
C 0.57 -5.45 -1.98
C 0.78 -4.17 -2.44
N 0.29 -7.01 -0.11
O 0.17 -7.90 -0.92
O 0.16 -7.14 1.09
H 1.37 -2.61 0.51
H 0.93 -4.91 1.35
H 0.37 -6.27 -2.65
H 0.75 -3.97 -3.50
```

Values from the calculation:
HOMO (alpha / beta) ... -7.6 / -7.8 eV
2S+1 ... 5
Frontier orbital gap (alpha / beta) ... 7.03 / 7.34 eV
Expectation value of S² ... 6.068

Mulliken atomic charge list, values in e, 6 entries: Mn 0.24; C 1.23; C -1.74; C -1.09; N 0.12; C 1.08

=====

Entry 6:
C29H30N4O5 as an isolated structure at a distorted geometry. Source: the OMol25 dataset; level of theory: ωB97M-V/def2-TZVPD.

The geometry in XYZ format:
```
68
Properties=species:S:1:pos:R:3
C 3.75 -2.64 -2.24
N 2.96 -1.72 -1.45
C 3.50 -0.59 -0.91
O 4.68 -0.27 -0.95
C 2.36 0.18 -0.23
C 2.15 1.58 -0.82
C 3.34 2.48 -0.57
C 4.02 3.07 -1.64
C 5.18 3.81 -1.40
C 5.64 3.99 -0.09
C 4.92 3.45 0.98
C 3.76 2.71 0.75
N 1.22 -0.71 -0.43
C 0.01 -0.39 0.07
C -1.14 -1.14 -0.17
C -2.39 -0.93 0.37
C -3.47 -1.81 0.05
C -3.30 -3.00 -0.74
C -4.36 -3.89 -0.97
N -4.12 -5.06 -1.76
O -5.08 -5.84 -1.96
O -2.98 -5.27 -2.21
C -5.64 -3.66 -0.45
C -5.85 -2.49 0.28
C -4.81 -1.58 0.49
C 1.52 -1.88 -1.28
C 0.83 -1.81 -2.65
C 1.24 -3.23 -0.60
H 4.77 -2.27 -2.29
H 3.75 -3.64 -1.78
H 3.34 -2.73 -3.25
H 2.59 0.25 0.85
H 1.98 1.47 -1.90
H 1.24 2.01 -0.38
H 3.64 2.92 -2.65
H 5.73 4.22 -2.25
H 6.55 4.56 0.09
H 5.27 3.59 2.01
H 3.19 2.27 1.57
H -0.02 0.51 0.69
H -1.01 -1.97 -0.86
H -2.52 -0.04 1.19
H -2.34 -3.27 -1.18
H -6.42 -4.39 -0.63
H -6.83 -2.29 0.70
H -5.04 -0.65 1.00
H 1.11 -0.87 -3.15
H 1.15 -2.66 -3.26
H -0.26 -1.85 -2.56
H 1.85 -3.31 0.31
H 0.19 -3.35 -0.32
H 1.50 -4.05 -1.29
C -2.92 1.16 1.44
N -4.00 1.01 2.46
O -5.20 1.10 2.08
O -3.65 0.79 3.64
C -1.96 2.13 2.00
C -1.32 1.92 3.24
C -0.60 2.95 3.84
C -0.50 4.20 3.22
C -1.12 4.41 1.98
C -1.81 3.37 1.35
H -3.37 1.51 0.50
H -1.42 0.95 3.74
H -0.13 2.77 4.81
H 0.04 5.02 3.70
H -1.07 5.39 1.49
H -2.31 3.49 0.39
```

Values from the calculation:
HOMO ... -6.8 eV
2S+1 ... 1
Frontier orbital gap ... 4.98 eV

Mulliken atomic charge list, values in e, 6 entries: C -0.94; N 0.32; C 0.08; O -0.71; C -0.15; C -0.40